[1]
ORCA calculation (ωB97M-V/def2-TZVPD) on a structure of composition C25H24ClNO2Pt at a distorted geometry.

Geometry (Å):
C  1.376  -2.519  -0.832
C  1.458  -2.455  -2.247
C  0.132  -2.413  -2.798
H  2.361  -2.520  -2.834
C  -0.807  -2.444  -1.681
C  -0.005  -2.504  -0.466
H  -0.404  -2.648  0.546
H  2.209  -2.601  -0.124
H  -0.162  -2.492  -3.835
H  -1.886  -2.527  -1.756
Pt  0.047  -0.408  -1.630
Cl  1.728  0.685  -0.404
C  0.555  2.385  -6.300
C  -0.681  1.741  -6.644
C  -0.369  0.501  -7.294
H  -1.678  2.136  -6.466
C  1.059  0.379  -7.353
C  1.630  1.543  -6.739
H  2.692  1.759  -6.645
H  0.659  3.353  -5.816
H  -1.087  -0.209  -7.697
H  1.612  -0.441  -7.808
C  3.307  0.896  3.741
C  2.325  -0.193  3.426
C  2.783  -1.514  3.435
C  1.897  -2.556  3.141
C  0.579  -2.263  2.827
C  0.098  -0.940  2.774
N  -1.202  -0.795  2.325
C  -2.101  0.289  2.414
C  -2.761  0.507  3.642
C  -3.673  1.565  3.764
C  -3.955  2.407  2.675
C  -3.337  2.173  1.448
C  -2.428  1.131  1.300
C  -1.832  0.923  -0.079
O  -1.736  1.831  -0.904
O  -1.425  -0.314  -0.247
C  0.981  0.116  3.127
C  0.573  1.549  3.180
H  3.416  1.595  2.907
H  3.013  1.483  4.616
H  4.298  0.483  3.941
H  3.834  -1.736  3.662
H  2.237  -3.598  3.152
H  -0.117  -3.064  2.589
H  -1.619  -1.605  1.862
H  -2.571  -0.192  4.469
H  -4.182  1.699  4.716
H  -4.670  3.222  2.762
H  -3.541  2.783  0.568
H  1.151  2.149  2.455
H  -0.476  1.703  2.936
H  0.696  1.968  4.197

Calculated values
- Kohn-Sham gap (spin up / spin down) (eV) = 4.67 / 4.67
- total charge = -2
- HOMO (spin up / spin down) (Ha) = -0.0124 / -0.0124
- lowest unoccupied orbital energy (spin up / spin down) (eV) = 4.336 / 4.332
- ΔE to the lowest compared entry with this formula, charge and spin (kcal per mole) = 17.6
- 2S+1 = 3



[2]
ORCA calculation (ωB97M-V/def2-TZVPD) on a structure of composition C28H49LuN2OP3Se at a distorted geometry.

Geometry (Å):
Lu  0.253  0.011  -0.374
P  -1.791  -2.083  -0.505
P  2.682  -0.572  0.837
P  1.561  -1.351  -2.435
H  -2.490  3.913  -6.484
C  -2.646  3.000  -7.076
C  -3.293  1.941  -6.550
H  -3.860  2.060  -5.611
C  -3.260  -1.846  0.485
C  -0.364  -2.490  0.555
C  -2.022  -3.333  -1.761
C  3.935  0.746  0.660
C  2.543  -0.585  2.655
C  3.678  -2.104  0.674
C  0.623  -1.252  -3.989
C  2.064  -3.108  -2.428
C  3.124  -0.535  -2.923
H  -2.271  3.018  -8.119
H  -3.240  0.933  -6.980
H  -3.730  -0.899  0.187
H  -3.038  -1.814  1.559
H  -3.965  -2.665  0.293
H  -0.269  -1.840  1.449
H  0.607  -2.528  0.011
H  -0.519  -3.514  0.939
H  -2.816  -2.969  -2.426
H  -2.342  -4.280  -1.302
H  -1.098  -3.486  -2.334
H  4.656  0.693  1.487
H  3.426  1.720  0.673
H  4.453  0.628  -0.299
H  3.523  -0.638  3.148
H  1.942  -1.443  2.975
H  2.037  0.317  3.007
H  4.436  -2.137  1.469
H  4.171  -2.151  -0.304
H  3.022  -2.980  0.787
H  1.216  -1.723  -4.781
H  0.423  -0.210  -4.258
H  -0.330  -1.780  -3.888
H  2.462  -3.359  -3.421
H  1.201  -3.756  -2.222
H  2.837  -3.298  -1.673
H  3.373  -0.855  -3.944
H  3.938  -0.815  -2.243
H  3.003  0.555  -2.912
C  0.533  2.601  -2.828
C  -0.695  2.187  -3.375
C  -0.804  2.028  -4.745
C  0.244  2.361  -5.607
C  1.460  2.811  -5.078
C  1.611  2.907  -3.696
Se  0.619  2.673  -0.941
H  -1.579  -0.859  -1.275
H  -1.552  1.973  -2.723
H  -1.765  1.705  -5.135
H  0.099  2.289  -6.682
H  2.271  3.080  -5.747
H  2.560  3.214  -3.256
C  -2.453  1.168  5.736
N  -2.320  1.103  4.297
N  -1.177  0.674  3.705
C  -1.342  0.726  2.367
O  -0.400  0.354  1.532
C  -2.663  1.161  2.123
C  -3.240  1.372  3.360
C  -4.608  1.795  3.717
C  -0.026  0.358  4.507
C  0.103  -0.916  5.072
C  1.182  -1.157  5.920
C  2.082  -0.130  6.223
C  1.903  1.152  5.695
C  0.829  1.408  4.847
H  -1.507  1.455  6.205
H  -2.788  0.206  6.146
H  -3.204  1.936  5.955
H  -3.083  1.289  1.137
H  -5.140  0.993  4.246
H  -4.604  2.693  4.344
H  -5.157  2.027  2.798
H  -0.648  -1.684  4.864
H  1.307  -2.147  6.362
H  2.909  -0.303  6.912
H  2.580  1.960  5.959
H  0.619  2.400  4.450

Calculated values
- Kohn-Sham gap (eV) = 5.81
- total charge = +3
- HOMO (Ha) = -0.5457
- lowest unoccupied orbital energy (eV) = -9.043
- ΔE to the lowest compared entry with this formula, charge and spin (kcal per mole) = 0.0



[3]
ORCA calculation (ωB97M-V/def2-TZVPD) on an isolated molecule of C3H6N2S2 at a distorted geometry.

Geometry (Å):
H  0.976  1.914  0.072
N  0.136  1.317  0.286
C  0.404  0.088  0.139
N  -0.582  -0.902  0.305
C  -1.937  -0.804  0.186
S  -2.880  0.451  -0.220
S  1.963  -0.689  -0.263
C  3.092  0.684  0.051
H  -0.242  -1.841  0.513
H  -2.393  -1.797  0.399
H  3.009  1.470  -0.718
H  2.944  1.106  1.050
H  4.136  0.236  0.018

Calculated values
- Kohn-Sham gap (eV) = 8.55
- HOMO (Ha) = -0.3018
- lowest unoccupied orbital energy (eV) = 0.343
- ΔE to the lowest compared entry with this formula, charge and spin (kcal per mole) = 17.5



[4]
ORCA calculation (ωB97M-V/def2-TZVPD) on a structure of composition C34H55AuN3O2SbSi3Te at a distorted geometry.

Geometry (Å):
Au  0.486  -1.736  -0.868
N  -1.209  -3.150  -0.249
C  -0.715  -4.351  0.470
C  -0.008  -5.304  -0.478
C  1.394  -4.893  -0.854
O  2.288  -5.714  -0.892
O  1.577  -3.630  -1.158
H  -1.863  -2.616  0.321
H  -1.731  -3.425  -1.076
H  -1.545  -4.865  0.950
H  -0.033  -4.018  1.253
H  -0.591  -5.400  -1.402
H  0.058  -6.294  -0.032
C  4.288  1.655  -0.546
Sb  2.974  0.222  0.333
C  2.515  -1.007  -1.394
C  2.286  -0.296  -2.721
C  2.106  -1.034  -3.898
C  1.904  -0.381  -5.102
C  1.871  1.002  -5.119
C  2.027  1.658  -3.909
N  2.229  1.036  -2.745
Si  3.727  -2.501  -1.372
C  3.918  -3.232  0.319
C  3.892  -3.624  -2.828
C  5.340  -1.505  -1.586
C  1.124  1.422  0.697
C  0.202  1.483  -0.515
C  -0.302  2.698  -1.005
C  -1.096  2.757  -2.129
C  -1.399  1.585  -2.802
C  -0.928  0.418  -2.261
N  -0.186  0.360  -1.136
Si  0.247  0.585  2.160
C  0.981  1.056  3.789
C  -1.527  1.082  2.072
C  0.293  -1.266  2.234
Si  1.771  3.130  1.202
C  3.221  3.005  2.368
C  2.279  4.182  -0.262
C  0.483  4.157  2.067
H  4.909  1.093  -1.240
H  4.909  2.091  0.239
H  3.759  2.422  -1.093
H  2.104  -2.117  -3.851
H  1.778  -0.950  -6.016
H  1.714  1.559  -6.034
H  1.986  2.741  -3.865
H  3.125  -2.886  0.988
H  4.882  -2.954  0.757
H  3.849  -4.326  0.266
H  2.970  -4.118  -3.144
H  4.591  -4.416  -2.523
H  4.330  -3.076  -3.667
H  5.651  -0.981  -0.673
H  5.267  -0.764  -2.394
H  6.151  -2.199  -1.854
H  -0.075  3.616  -0.483
H  -1.484  3.711  -2.469
H  -1.991  1.564  -3.706
H  -1.113  -0.526  -2.765
H  0.955  2.115  4.032
H  2.022  0.720  3.860
H  0.399  0.522  4.549
H  -1.638  2.174  2.087
H  -2.090  0.671  2.919
H  -1.994  0.712  1.147
H  1.319  -1.655  2.230
H  -0.250  -1.735  1.409
H  -0.188  -1.574  3.170
H  3.784  2.071  2.301
H  2.895  3.105  3.405
H  3.917  3.823  2.152
H  3.301  4.547  -0.119
H  1.612  5.049  -0.331
H  2.241  3.663  -1.223
H  0.161  3.759  3.029
H  -0.418  4.305  1.460
H  0.928  5.145  2.244
C  -7.368  1.625  3.577
C  -6.416  1.029  2.568
C  -6.070  -0.314  2.611
C  -5.231  -0.899  1.659
C  -4.885  -2.362  1.812
C  -4.746  -0.093  0.611
Te  -3.681  -0.937  -0.975
C  -5.037  1.290  0.580
C  -4.488  2.223  -0.472
C  -5.869  1.818  1.561
H  -7.612  0.911  4.364
H  -8.302  1.926  3.098
H  -6.943  2.516  4.045
H  -6.466  -0.937  3.409
H  -5.361  -2.770  2.705
H  -3.803  -2.498  1.910
H  -5.203  -2.957  0.956
H  -3.420  2.068  -0.634
H  -4.639  3.262  -0.173
H  -4.980  2.065  -1.435
H  -6.099  2.881  1.533

Calculated values
- Kohn-Sham gap (spin up / spin down) (eV) = 3.66 / 3.66
- HOMO (spin up / spin down) (Ha) = -0.2168 / -0.2168
- lowest unoccupied orbital energy (spin up / spin down) (eV) = -2.237 / -2.238



[5]
ORCA calculation (ωB97M-V/def2-TZVPD) on a structure of composition C4H11ClIPrTi at a distorted geometry.

Geometry (Å):
Ti  0.770  -0.170  -0.773
Cl  1.438  -2.255  -0.365
C  2.247  1.021  -1.540
C  -0.416  -0.552  -2.367
H  2.023  1.232  -2.599
H  2.316  1.966  -0.980
H  3.197  0.471  -1.465
H  -0.158  0.103  -3.212
H  -1.464  -0.411  -2.059
H  -0.241  -1.610  -2.624
Pr  -0.730  1.022  2.738
C  -1.967  -0.956  2.892
C  -0.509  1.073  0.390
H  -2.983  -0.817  2.495
H  -1.510  -1.824  2.398
H  -2.033  -1.169  3.981
H  -1.606  0.909  0.168
H  -0.317  2.148  0.122
I  1.944  -0.182  2.799

Calculated values
- Kohn-Sham gap (spin up / spin down) (eV) = 3.81 / 7.67
- total charge = -1
- HOMO (spin up / spin down) (Ha) = -0.0439 / -0.1877
- lowest unoccupied orbital energy (spin up / spin down) (eV) = 2.612 / 2.567
- 2S+1 = 4



[6]
ORCA calculation (ωB97M-V/def2-TZVPD) on a structure of composition C23H18Cl2IrN5O7S3 at a distorted geometry.

Geometry (Å):
Ir  -0.593  -0.392  0.374
C  1.940  -1.561  3.695
C  1.312  -1.022  2.449
N  0.167  -1.497  1.904
N  -0.420  -2.599  2.439
C  -1.653  -2.971  2.090
N  -2.193  -4.109  2.567
S  -2.522  -1.973  0.999
C  1.901  0.052  1.764
C  3.129  0.664  2.118
C  3.610  1.708  1.378
C  2.897  2.147  0.253
C  1.718  1.508  -0.066
N  1.232  0.515  0.664
H  1.332  -2.294  4.215
H  2.111  -0.741  4.390
H  2.903  -2.018  3.469
H  0.153  -3.185  3.045
H  -1.797  -4.606  3.348
H  -3.163  -4.275  2.355
H  3.676  0.294  2.969
H  4.536  2.190  1.645
H  3.256  2.958  -0.358
H  1.151  1.802  -0.941
O  -2.872  0.569  0.388
S  -2.564  1.436  1.524
O  -3.625  1.614  2.467
O  -1.296  0.993  2.153
C  -2.086  3.072  0.944
C  -2.083  4.049  1.929
C  -1.505  5.280  1.660
C  -0.924  5.520  0.424
C  -0.950  4.545  -0.564
C  -1.544  3.324  -0.282
S  -1.603  2.118  -1.650
O  -2.969  1.870  -1.977
O  -0.793  2.709  -2.683
O  -0.845  0.933  -1.132
H  -2.532  3.816  2.880
H  -1.500  6.045  2.423
H  -0.457  6.473  0.218
H  -0.519  4.704  -1.542
Cl  4.166  -2.220  -1.585
C  2.682  -2.355  -2.402
C  2.636  -2.734  -3.731
C  1.425  -2.825  -4.403
Cl  1.416  -3.324  -6.030
C  0.199  -2.488  -3.754
C  -1.059  -2.503  -4.382
C  -2.178  -2.148  -3.664
C  -2.036  -1.774  -2.322
N  -0.866  -1.770  -1.720
C  0.233  -2.116  -2.390
C  1.487  -2.101  -1.636
O  1.499  -1.908  -0.412
H  3.554  -2.971  -4.247
H  -1.127  -2.790  -5.421
H  -3.157  -2.165  -4.117
H  -2.890  -1.477  -1.730

Calculated values
- Kohn-Sham gap (spin up / spin down) (eV) = 6.66 / 5.81
- total charge = +1
- HOMO (spin up / spin down) (Ha) = -0.4092 / -0.4095
- lowest unoccupied orbital energy (spin up / spin down) (eV) = -4.478 / -5.330
- ΔE to the lowest compared entry with this formula, charge and spin (kcal per mole) = 48.2
- 2S+1 = 2



[7]
ORCA calculation (ωB97M-V/def2-TZVPD) on a cluster of 3 separate species, C25H16F25N2O4 in total.

Geometry (Å):
O  2.328  2.301  3.475
C  2.319  2.080  2.310
O  1.680  1.047  1.709
C  2.554  0.142  1.063
C  2.939  -0.991  1.768
C  3.761  -1.891  1.099
C  4.142  -1.601  -0.212
C  3.690  -0.422  -0.795
N  2.904  0.457  -0.161
C  3.042  2.986  1.332
C  4.441  3.028  1.390
C  5.126  3.850  0.537
N  4.440  4.624  -0.323
C  3.103  4.634  -0.388
C  2.365  3.809  0.430
C  0.853  3.906  0.299
F  0.553  5.227  0.229
F  0.258  3.395  1.394
C  0.295  3.203  -1.003
F  -0.117  4.147  -1.867
F  1.319  2.532  -1.581
C  -0.868  2.189  -0.796
F  -0.441  1.190  -0.009
F  -1.138  1.697  -2.016
C  -2.185  2.815  -0.190
F  -2.454  2.242  0.982
F  -2.028  4.132  0.011
F  -3.208  2.632  -1.016
H  2.578  -1.158  2.773
H  4.082  -2.806  1.577
H  4.768  -2.275  -0.778
H  3.958  -0.184  -1.818
H  4.982  2.418  2.100
H  6.204  3.923  0.517
H  4.958  5.234  -0.943
H  2.641  5.311  -1.095
C  -4.746  0.712  3.299
C  -5.173  -0.715  3.665
C  -6.232  -1.386  2.786
F  -7.395  -0.709  2.844
F  -6.437  -2.639  3.245
F  -5.537  -0.780  4.959
F  -4.050  -1.482  3.500
O  -5.336  1.767  4.026
C  -6.489  2.370  3.612
C  -7.599  2.256  4.665
F  -7.869  0.962  4.916
F  -8.711  2.845  4.177
F  -6.900  1.919  2.414
F  -6.228  3.693  3.479
H  -3.692  0.761  3.569
H  -4.809  0.878  2.223
H  -5.891  -1.439  1.748
H  -7.291  2.754  5.586
C  2.004  -5.117  -5.534
C  0.589  -5.033  -4.947
C  0.134  -3.676  -4.401
F  0.914  -3.291  -3.365
F  -1.134  -3.790  -3.956
F  0.408  -5.988  -4.016
F  -0.256  -5.282  -5.989
O  3.007  -5.650  -4.690
C  3.747  -4.872  -3.859
C  3.597  -5.317  -2.398
F  2.313  -5.239  -2.008
F  4.322  -4.470  -1.618
F  3.481  -3.557  -3.993
F  5.053  -5.048  -4.168
H  1.927  -5.841  -6.344
H  2.306  -4.166  -5.973
H  0.171  -2.915  -5.185
H  3.963  -6.336  -2.271

Calculated values
- Kohn-Sham gap (eV) = 7.84
- total charge = +1
- HOMO (Ha) = -0.4706
- lowest unoccupied orbital energy (eV) = -4.968



[8]
ORCA calculation (ωB97M-V/def2-TZVPD) on an isolated molecule of C3H9NO2S at a distorted geometry.

Geometry (Å):
C  -0.487  -1.136  -1.531
C  1.100  -0.877  0.200
C  -0.900  1.310  1.704
N  -0.178  -0.529  -0.277
O  1.127  1.436  -1.317
O  0.049  1.858  0.817
S  -0.149  1.224  -0.674
H  0.380  -0.885  -2.329
H  -0.523  -2.239  -1.350
H  -1.505  -0.795  -1.893
H  1.044  -1.991  0.354
H  1.953  -0.526  -0.439
H  1.385  -0.220  1.084
H  -0.680  1.839  2.577
H  -1.913  1.390  1.353
H  -0.702  0.141  1.719

Calculated values
- Kohn-Sham gap (eV) = 10.19
- HOMO (Ha) = -0.3452
- lowest unoccupied orbital energy (eV) = 0.797
- ΔE to the lowest compared entry with this formula, charge and spin (kcal per mole) = 81.0